Entry 1:
{
  "formula": "C6H14N4",
  "method": "ωB97M-V with the def2-TZVPD basis set",
  "e_homo_ev": -18.01,
  "smiles": "C=[N+]1CN2CN(C)[N@@H+](C2)C1",
  "relative_energy_kcal_mol": 122.7,
  "lumo_energy_ev": -8.78,
  "charge": 2,
  "total_energy_ev": -12388.6184,
  "species": ["C", "N", "C", "N", "C", "N", "C", "N", "C", "C", "H", "H", "H", "H", "H", "H", "H", "H", "H", "H", "H", "H", "H", "H"],
  "coordinates": [[-2.376958, 1.087684, 0.697493], [-1.636516, 0.289991, 0.085914], [-1.557572, -1.210724, 0.295217], [-0.185066, -1.676007, 0.274150], [0.740780, -0.919157, 1.100415], [0.943853, 0.406684, 0.360020], [2.214935, 0.978223, 0.496942], [0.454512, 0.186593, -1.038921], [0.307695, -1.407132, -1.001629], [-0.869136, 0.715642, -1.127341], [-2.506206, 2.145057, 0.333168], [-2.976136, 0.778421, 1.551911], [-1.913318, -1.274682, 1.320199], [-2.184690, -1.614969, -0.398422], [0.389364, -0.609465, 2.190250], [1.741599, -1.418191, 1.081518], [3.079013, 0.210816, 0.221795], [2.232110, 1.948017, 0.060621], [2.325786, 1.274984, 1.639998], [1.034396, 0.510204, -1.723070], [1.224714, -1.801248, -1.277300], [-0.377821, -1.665303, -1.799737], [-1.273116, 0.125344, -1.980608], [-0.891194, 1.834204, -1.235698]],
  "atomic_forces_ev_per_a": [[-1.45, 2.09, 0.43], [1.54, -0.58, -2.39], [1.75, 1.95, 4.30], [-0.40, 0.97, -0.21], [0.54, 1.29, 1.38], [-2.32, -0.41, -0.03], [2.93, -0.90, 2.50], [-0.59, -3.22, 5.07], [-1.18, 0.70, -1.92], [-1.90, 0.82, -0.75], [0.40, -1.08, 0.50], [0.09, -0.19, -0.07], [-0.39, -0.72, -0.06], [-1.49, -1.55, -1.91], [0.64, -1.12, -2.33], [-0.90, 0.03, 0.47], [-1.38, 1.93, 0.37], [0.48, 0.59, -0.91], [-0.12, -0.97, -2.17], [2.40, 1.23, -2.47], [2.09, -0.71, 0.07], [-0.22, -0.17, -0.08], [-0.51, 1.22, 0.24], [-0.01, -1.18, -0.02]]
}

=====

Entry 2:
{
  "formula": "C6H14N4",
  "method": "ωB97M-V with the def2-TZVPD basis set",
  "e_homo_ev": -17.47,
  "relative_energy_kcal_mol": 95.0,
  "lumo_energy_ev": -7.50,
  "charge": 2,
  "total_energy_ev": -12389.8197,
  "species": ["C", "C", "C", "C", "C", "C", "N", "N", "N", "N", "H", "H", "H", "H", "H", "H", "H", "H", "H", "H", "H", "H", "H", "H"],
  "coordinates": [[0.692189, 1.039557, 0.437198], [-0.604030, 0.790008, 0.519688], [-2.421352, -0.643739, -0.287224], [1.447580, -1.137999, 0.474832], [-1.565562, 1.841657, 1.055196], [1.717504, -0.013794, -1.740518], [-1.109084, -0.473545, -0.006961], [-2.836500, -1.866501, -0.557243], [2.370607, -1.511050, 1.341401], [1.722051, 0.168882, -0.103790], [0.949613, 1.988610, 0.744160], [-3.250874, 0.025991, -0.160803], [-1.667741, 2.739486, 0.387191], [-1.319044, 2.015388, 2.068069], [-2.526177, 1.462053, 0.999514], [2.517448, -0.772746, -1.994255], [0.692993, -0.186479, -2.005031], [1.876650, 0.925817, -2.139649], [-0.548084, -1.259833, -0.242385], [-3.757737, -1.929084, -0.916592], [-2.071898, -2.481583, -0.805626], [2.323917, -2.387505, 1.873021], [3.375374, -1.014837, 1.407083], [2.660558, 0.475037, 0.055999]],
  "atomic_forces_ev_per_a": [[-0.51, -0.51, -0.45], [-0.16, -1.25, -1.36], [0.84, -1.79, 1.18], [1.01, -2.02, 2.06], [1.03, -0.02, -2.08], [0.26, -1.42, 2.21], [-3.83, 2.75, 0.00], [1.76, 1.59, -0.35], [2.10, 1.87, -1.37], [-0.28, -0.95, -2.65], [1.28, 1.74, 0.64], [0.41, 1.01, 0.07], [0.82, -0.59, 0.85], [0.18, 0.71, 0.96], [-1.97, -0.82, 0.44], [-1.28, 0.83, 0.28], [-0.31, -1.01, -0.05], [1.07, 2.05, -0.59], [1.42, -0.40, 0.41], [-0.86, -0.84, -0.42], [-0.81, -0.98, -0.11], [-0.27, 0.36, -0.48], [-2.76, -1.24, 0.18], [0.86, 0.93, 0.63]]
}

=====

Entry 3:
{
  "formula": "C6H14N5O2P",
  "method": "ωB97M-V with the def2-TZVPD basis set",
  "e_homo_ev": -8.44,
  "smiles": "CCO[P@@](=O)(N(C)C)n1cnc(N)n1",
  "relative_energy_kcal_mol": 13.7,
  "lumo_energy_ev": 0.76,
  "total_energy_ev": -27283.3731,
  "species": ["C", "C", "O", "P", "O", "N", "C", "C", "N", "C", "N", "C", "N", "N", "H", "H", "H", "H", "H", "H", "H", "H", "H", "H", "H", "H", "H", "H"],
  "coordinates": [[-1.181392, -1.135264, 2.831710], [-0.667794, -2.073189, 1.737359], [-0.531932, -1.352777, 0.473971], [0.763992, -0.508336, 0.245529], [1.843252, -0.546762, 1.227107], [1.349554, -0.748156, -1.303006], [0.190962, -0.721655, -2.216605], [2.529926, 0.062992, -1.661784], [-0.068150, 1.139866, 0.340273], [-1.449094, 1.190858, 0.109264], [-1.860340, 2.429649, 0.023777], [-0.699594, 3.137391, 0.282753], [-0.588547, 4.547154, 0.284579], [0.394803, 2.389782, 0.383108], [-2.041524, -0.536152, 2.518220], [-1.548794, -1.649717, 3.581315], [-0.539678, -0.296208, 3.053579], [-1.355204, -2.904295, 1.733280], [0.299326, -2.409278, 2.139237], [0.471286, -1.299367, -2.988519], [-0.655531, -1.329486, -1.645558], [-0.126419, 0.162303, -2.654688], [3.128612, -0.137329, -0.829967], [2.833763, -0.495076, -2.538366], [2.240838, 1.197351, -1.945749], [-2.200156, 0.476426, -0.049628], [-1.353005, 4.937198, -0.212054], [0.319325, 4.853553, 0.005572]],
  "atomic_forces_ev_per_a": [[0.42, 3.32, -4.54], [0.52, 1.29, 2.14], [-0.21, -1.40, 0.22], [1.44, 2.85, 0.41], [-0.09, -0.30, 0.34], [-2.75, 1.24, 1.23], [-1.22, -2.48, 3.52], [-2.71, 0.93, -1.75], [-2.48, -3.55, -0.87], [1.42, 1.76, -0.02], [1.17, 1.18, 0.94], [0.96, 0.36, -1.11], [-0.59, -1.94, 0.75], [-0.14, 1.02, 0.41], [-0.40, -0.41, -0.61], [-1.12, -2.57, 4.22], [0.94, -0.38, 0.59], [-0.12, -0.23, -1.20], [-0.06, -0.13, -0.88], [0.77, -2.33, -3.01], [1.46, 1.62, -1.68], [-0.61, 2.33, -0.03], [1.72, 0.65, 0.94], [0.89, 0.52, -0.36], [0.92, -2.49, 0.95], [0.00, -1.67, 0.03], [-0.43, 0.62, -0.44], [0.31, 0.21, -0.20]]
}

=====

Entry 4:
{
  "formula": "C6H14NO",
  "method": "ωB97M-V with the def2-TZVPD basis set",
  "e_homo_ev": -2.51,
  "smiles": "CCC[C@@H](C)NC[O-]",
  "relative_energy_kcal_mol": 57.3,
  "lumo_energy_ev": 3.75,
  "charge": -1,
  "total_energy_ev": -9984.1389,
  "species": ["C", "C", "C", "C", "C", "N", "C", "O", "H", "H", "H", "H", "H", "H", "H", "H", "H", "H", "H", "H", "H", "H"],
  "coordinates": [[-2.311458, -0.661242, -1.813920], [-1.669775, 0.244170, -0.684752], [-0.280834, -0.599575, -0.426167], [0.548043, -0.179659, 0.732994], [1.167022, -1.398661, 1.396157], [1.609763, 0.741371, 0.081057], [1.435522, 2.162503, 0.698435], [0.953755, 2.213932, 1.956661], [-3.072041, -0.146643, -2.390686], [-1.486799, -1.014932, -2.479946], [-2.983296, -1.371969, -1.388861], [-1.459788, 1.307184, -1.033759], [-2.066251, 0.195113, 0.279312], [0.374377, -0.392660, -1.223570], [-0.649985, -1.640319, -0.548701], [0.195598, 0.387870, 1.633197], [0.571817, -1.816457, 2.202507], [2.190450, -1.282147, 1.664028], [1.547526, -2.170823, 0.708002], [2.452358, 0.300429, 0.246842], [0.598063, 2.510876, -0.045767], [2.335932, 2.611639, 0.436939]],
  "atomic_forces_ev_per_a": [[-0.03, 2.09, 0.39], [3.16, -1.24, -2.59], [-3.49, 1.01, -0.40], [2.31, 0.48, 0.55], [1.16, -0.93, -1.12], [-3.27, 0.12, 1.08], [-4.29, -1.72, 0.09], [1.31, 0.16, -0.72], [0.22, 0.74, -0.64], [-1.02, -0.12, 0.54], [0.37, -1.48, 0.53], [-0.27, -1.39, 0.61], [-1.54, 0.27, 1.21], [0.48, -0.08, -1.45], [0.54, 0.24, 0.89], [-0.62, 0.13, -1.26], [0.05, -0.18, 0.00], [0.78, 1.36, 1.71], [-1.50, -0.58, -0.65], [2.46, -0.52, 0.88], [1.14, 0.26, 0.57], [2.07, 1.38, -0.24]]
}

=====

Entry 5:
{
  "formula": "C6H14NO",
  "method": "ωB97M-V with the def2-TZVPD basis set",
  "e_homo_ev": [4.10, 0.33],
  "relative_energy_kcal_mol": 41.8,
  "lumo_energy_ev": [6.24, 6.05],
  "spin_multiplicity": 2,
  "charge": -2,
  "total_energy_ev": -9980.5687,
  "species": ["C", "N", "C", "C", "C", "C", "C", "O", "H", "H", "H", "H", "H", "H", "H", "H", "H", "H", "H", "H", "H", "H"],
  "coordinates": [[0.723734, -0.470738, 2.499967], [-0.115038, -0.876630, 1.380936], [0.508098, -0.729051, 0.085581], [-0.428456, 0.103171, -0.833123], [-0.410102, 1.564429, -0.394481], [-1.245459, 2.426559, -1.361168], [0.710000, -2.338346, -0.783339], [1.955690, -2.636123, -1.015838], [1.634728, -1.081628, 2.566550], [1.254087, 0.500094, 2.205162], [0.124449, -0.270690, 3.385837], [-0.355757, -1.846060, 1.543383], [1.550068, -0.556208, -0.116434], [-1.383666, -0.415043, -0.672129], [-0.318913, 0.152251, -1.917349], [-0.746417, 1.629696, 0.654593], [0.618747, 1.935294, -0.450677], [-1.177422, 3.486220, -1.037008], [-2.296248, 2.142598, -1.376902], [-0.871881, 2.321397, -2.389335], [0.204076, -1.974249, -1.757737], [0.065681, -3.066943, -0.216487]],
  "atomic_forces_ev_per_a": [[1.37, 1.88, -1.63], [0.67, 0.46, 0.77], [-1.20, -2.98, -3.68], [0.26, 0.09, 1.46], [-0.98, -0.05, -0.38], [0.53, 0.52, 0.94], [-0.50, 2.94, -0.84], [0.63, -0.73, 0.57], [-0.34, -0.56, 0.85], [-1.16, -0.73, 0.42], [0.30, -0.39, 0.37], [-0.03, -0.24, -0.30], [0.64, 0.68, 1.18], [-0.32, 0.57, -0.07], [0.82, -0.67, 0.00], [0.09, 0.21, -0.35], [0.05, -0.11, 0.13], [-0.22, -0.18, -0.54], [-0.20, -0.09, 0.02], [-0.03, 0.21, 0.14], [-0.31, -0.87, 0.86], [-0.05, 0.04, 0.08]]
}

=====

Entry 6:
{
  "formula": "C6H14NO",
  "method": "ωB97M-V with the def2-TZVPD basis set",
  "e_homo_ev": [2.33, 0.66],
  "relative_energy_kcal_mol": 109.6,
  "lumo_energy_ev": [7.12, 6.82],
  "spin_multiplicity": 2,
  "charge": -2,
  "total_energy_ev": -9977.6289,
  "species": ["C", "C", "C", "O", "C", "N", "C", "C", "H", "H", "H", "H", "H", "H", "H", "H", "H", "H", "H", "H", "H", "H"],
  "coordinates": [[0.736723, -0.220905, 0.496565], [1.770865, -0.440258, -0.623234], [2.844423, 0.668294, -0.689886], [3.242838, 1.058006, 0.552219], [0.333755, -0.135056, -0.933382], [-2.560647, 0.041876, -1.170872], [-3.041371, -0.370974, 0.077736], [-3.874032, 0.632894, 0.977414], [0.804078, 0.741534, 0.974718], [0.487609, -1.097842, 1.082968], [4.388511, -1.562309, 1.147801], [1.947588, -1.513771, -0.789296], [3.706363, 0.232437, -1.250820], [2.472053, 1.346836, -1.494127], [-0.340613, -0.889888, -1.327479], [0.115821, 0.890914, -1.224803], [4.387610, -0.838542, 0.919858], [-1.885645, 0.380734, -0.374969], [-3.379578, -1.385186, 0.329334], [-3.526771, 1.610217, 0.613122], [-4.926321, 0.440062, 0.680506], [-3.703269, 0.410932, 2.026631]],
  "atomic_forces_ev_per_a": [[0.59, -0.54, -0.64], [-1.16, 0.00, 0.69], [0.81, -1.60, 0.32], [0.04, 0.88, -0.75], [-0.16, 0.08, -0.28], [0.32, -0.24, 2.71], [-1.84, -0.14, 0.55], [0.95, -1.08, -1.72], [0.26, -0.17, 0.46], [-0.27, 0.24, 0.10], [0.21, 0.00, -0.08], [0.66, 0.50, 0.13], [0.27, -0.39, -0.24], [-0.23, 0.96, 0.63], [0.16, 0.29, -0.12], [-0.07, -0.28, -0.32], [-0.27, 0.04, 0.12], [0.50, 1.11, -2.44], [-0.23, -0.58, -0.39], [-0.39, 0.06, 0.61], [-0.01, 0.51, 0.34], [-0.15, 0.32, 0.33]]
}

=====

Entry 7:
{
  "formula": "C6H14NO",
  "method": "ωB97M-V with the def2-TZVPD basis set",
  "e_homo_ev": -14.31,
  "smiles": "CC(C)(C)[C@H](O)C=[NH2+]",
  "relative_energy_kcal_mol": 45.9,
  "lumo_energy_ev": -5.06,
  "charge": 1,
  "total_energy_ev": -9978.2549,
  "species": ["C", "C", "C", "C", "C", "O", "C", "N", "H", "H", "H", "H", "H", "H", "H", "H", "H", "H", "H", "H", "H", "H"],
  "coordinates": [[1.616427, 0.912423, -0.885714], [0.799846, -0.060086, 0.026074], [0.875773, 0.394366, 1.506922], [1.356999, -1.493291, -0.133328], [-0.826695, -0.083583, -0.589383], [-1.223201, 1.264320, -0.723740], [-2.113685, -0.664314, 0.043071], [-2.968505, 0.111129, 0.623324], [1.116562, 1.853935, -0.886218], [2.627282, 1.073142, -0.551490], [1.630891, 0.531095, -1.920759], [1.883768, 0.171477, 1.857213], [0.759813, 1.571927, 1.407603], [0.032597, 0.014198, 2.115644], [2.461471, -1.525398, 0.129894], [1.196244, -1.738077, -1.152885], [0.914943, -2.419890, 0.378206], [-0.635446, -0.645990, -1.477466], [-0.716252, 1.637876, -1.448085], [-2.080385, -1.773792, -0.060012], [-2.841330, 1.060467, 0.642767], [-3.867113, -0.191928, 1.098365]],
  "atomic_forces_ev_per_a": [[-1.49, -1.45, -0.39], [-0.84, -1.60, 1.18], [-1.13, 2.86, -1.76], [0.54, -0.89, 0.97], [0.19, 1.56, 1.88], [0.24, 0.10, -0.84], [2.93, -0.41, 0.25], [-1.71, -4.35, 0.39], [-0.09, 0.93, 0.04], [0.31, -0.23, 0.34], [0.17, 0.11, 0.31], [-0.31, -0.03, 0.39], [0.24, -2.27, 0.86], [0.84, 0.00, -0.09], [-1.29, 0.14, -0.54], [0.53, -0.40, -1.29], [0.12, 1.80, 0.04], [-0.39, -0.15, -1.15], [-0.06, 0.42, -0.05], [-1.25, 0.86, 0.69], [0.87, 3.03, -0.27], [1.57, -0.04, -0.97]]
}

=====

Entry 8:
{
  "formula": "C6H14NO",
  "method": "ωB97M-V with the def2-TZVPD basis set",
  "e_homo_ev": -14.07,
  "relative_energy_kcal_mol": 68.1,
  "lumo_energy_ev": -3.47,
  "charge": 1,
  "total_energy_ev": -9977.2928,
  "species": ["C", "C", "C", "C", "C", "C", "N", "O", "H", "H", "H", "H", "H", "H", "H", "H", "H", "H", "H", "H", "H", "H"],
  "coordinates": [[3.193428, 0.464572, -0.140495], [2.760684, 1.008086, -1.501984], [1.778524, 0.361020, -0.517102], [-1.920859, -0.784257, 1.593373], [-2.810361, 0.152818, -0.406430], [1.157988, -0.831335, -0.899886], [-1.617655, -0.060659, 0.445864], [0.076042, -1.013959, -1.503468], [3.752439, -0.515855, -0.328960], [3.678113, 1.160782, 0.631501], [2.738254, 2.141350, -1.465415], [2.769377, 0.408703, -2.384131], [1.060348, 1.073759, -0.017066], [-1.996170, -1.761726, 1.141287], [-1.025607, -0.851686, 2.345525], [-2.852551, -0.448053, 2.126330], [-3.238152, 1.170052, -0.289656], [-2.540876, 0.165254, -1.424014], [-3.447893, -0.709051, -0.261227], [1.670759, -1.794312, -0.645313], [-1.176753, 0.840856, 0.632700], [-1.148088, -0.653837, -0.246191]],
  "atomic_forces_ev_per_a": [[2.84, -1.55, -0.95], [-0.52, 1.84, 2.07], [-1.34, 3.99, 1.90], [0.68, -2.15, 4.05], [-1.30, 1.46, 0.10], [-1.86, -4.34, -1.60], [-0.33, 2.42, -2.61], [1.35, 1.22, 1.42], [-0.68, 1.37, 0.92], [-1.28, -1.17, -1.28], [-0.22, -1.69, -0.90], [0.93, 0.25, -0.66], [0.74, -0.58, -0.69], [-0.74, -0.85, 0.99], [-1.67, 0.38, -1.45], [1.01, -0.34, -0.67], [-0.23, -0.97, 0.69], [0.82, -0.27, -1.27], [-0.56, 0.31, 0.19], [0.25, 0.56, -0.17], [0.36, -0.30, -0.39], [1.75, 0.40, 0.31]]
}

=====

- Which formula does entry 1 have?
  C6H14N4